The following is a quantum chemistry calculation of a structure of composition C35H34GeI2N8O4SSn in a non-equilibrium geometry, from OMol25.

Geometry as ORCA input:
```
! wB97M-V def2-TZVPD RIJCOSX def2/J DEFGRID3
* xyz -2 1
Sn -0.33 -0.18 0.32
O -2.13 -3.14 4.24
C -1.75 -2.18 3.54
O -0.71 -2.09 2.85
C -2.66 -0.94 3.53
C -3.55 -0.69 4.57
C -4.31 0.47 4.55
C -4.13 1.37 3.51
C -3.23 1.04 2.51
N -2.54 -0.10 2.50
C -2.97 2.03 1.39
O -3.22 3.20 1.57
O -2.49 1.53 0.25
H -3.64 -1.40 5.38
H -5.02 0.68 5.34
H -4.67 2.30 3.45
N 3.48 -0.36 -2.49
C 2.77 -0.08 -1.35
S 2.12 -1.41 -0.50
N 2.83 1.19 -1.00
N 2.12 1.66 0.02
C 2.51 2.82 0.44
C 3.73 3.49 -0.09
C 4.84 3.60 0.74
C 5.99 4.24 0.30
C 6.04 4.78 -0.98
C 4.93 4.67 -1.81
C 3.79 4.03 -1.37
C 1.85 3.50 1.56
C 1.95 4.89 1.69
C 1.36 5.51 2.77
C 0.72 4.74 3.73
C 0.68 3.37 3.52
N 1.20 2.76 2.47
H 3.23 -1.22 -2.94
H 3.64 0.43 -3.09
H 4.80 3.18 1.74
H 6.86 4.31 0.95
H 6.94 5.27 -1.33
H 4.96 5.09 -2.81
H 2.93 3.95 -2.01
H 2.48 5.46 0.94
H 1.41 6.59 2.87
H 0.25 5.18 4.59
H 0.22 2.72 4.25
C -3.78 -3.47 0.01
C -2.90 -2.53 -0.48
N -1.59 -2.57 -0.24
C -1.10 -3.60 0.43
C -1.89 -4.64 0.91
C -3.26 -4.54 0.73
C -1.33 -5.77 1.65
C -0.35 -6.60 1.24
C 0.33 -6.63 -0.05
C 1.40 -7.50 -0.24
C 2.01 -7.50 -1.48
N 1.61 -6.71 -2.47
C 0.58 -5.92 -2.19
N -0.09 -5.85 -1.06
H -4.84 -3.36 -0.17
H -3.25 -1.71 -1.09
H -0.03 -3.58 0.61
H -3.92 -5.31 1.13
H -1.77 -5.93 2.63
H -0.03 -7.38 1.93
H 1.74 -8.15 0.55
H 2.85 -8.15 -1.70
H 0.23 -5.27 -2.99
I -4.39 0.83 -0.23
I -7.03 -0.08 -1.13
C 0.55 2.92 -2.93
Ge -0.76 1.47 -3.28
C -0.36 0.94 -5.19
C -2.56 2.31 -3.28
C -0.69 -0.08 -2.10
H 0.60 3.63 -3.75
H 1.55 2.50 -2.78
H 0.27 3.45 -2.02
H -0.36 1.81 -5.85
H -1.10 0.23 -5.57
H 0.62 0.47 -5.25
H -2.63 3.17 -3.95
H -2.80 2.64 -2.27
H -3.32 1.58 -3.59
H 0.10 -0.73 -2.49
H -1.63 -0.63 -2.27
*
```

HOMO (eV): -2.316
E_LUMO (eV): 3.7
Calculated total energy (Ha): -5378.03065

The following is a quantum chemistry calculation of an isolated molecule of C3H8I2N2 in a non-equilibrium geometry, from OMol25.

Geometry as ORCA input:
```
! wB97M-V def2-TZVPD RIJCOSX def2/J DEFGRID3
* xyz 0 1
C -0.61 0.70 -1.22
C -0.33 -0.45 -0.20
C 0.25 0.10 1.06
N 1.58 -0.39 1.27
N 2.57 -0.12 -0.11
I 3.46 1.73 -0.18
I 3.91 -1.60 0.08
H -0.75 0.29 -2.22
H -1.65 1.21 -0.97
H 0.26 1.26 -1.13
H 0.50 -0.86 -0.78
H -1.07 -1.23 -0.21
H 0.33 1.20 1.11
H -0.26 -0.11 1.96
H 2.01 0.17 1.92
*
```

HOMO (eV): -8.926
E_LUMO (eV): -0.9
Calculated total energy (Ha): -823.85672

The following is a quantum chemistry calculation of a cluster of 4 separate species, C34H53ClN3O7PS2 in total, from OMol25.

Geometry as ORCA input:
```
! wB97M-V def2-TZVPD RIJCOSX def2/J DEFGRID3
* xyz 0 1
C -4.18 -3.82 3.52
C -4.11 -3.06 2.20
C -3.26 -3.72 1.10
C -1.92 -4.35 1.54
C -0.74 -3.88 0.68
C -0.91 -4.25 -0.80
C -0.93 -3.06 -1.78
C 0.42 -2.75 -2.46
C 0.97 -1.34 -2.24
C 2.37 -1.19 -2.83
C 2.88 0.27 -2.94
C 4.12 0.57 -2.09
C 3.83 0.78 -0.58
C 2.45 1.37 -0.30
C 2.33 1.85 1.15
C 0.89 1.90 1.67
P 0.50 0.28 2.57
O 1.71 0.24 3.63
O 0.97 -0.66 1.36
S -1.24 -0.08 3.25
O -0.02 1.87 0.53
S -1.30 2.77 0.69
O -1.17 3.82 -0.27
O -2.48 2.00 0.76
O -0.96 3.30 2.14
C 0.45 3.22 2.45
Cl 0.54 2.99 4.20
C 1.18 4.54 2.11
C 0.49 5.51 1.15
O 0.99 5.34 -0.17
H -4.51 -4.85 3.37
H -4.88 -3.34 4.21
H -3.21 -3.84 4.04
H -3.77 -2.04 2.37
H -5.14 -2.98 1.82
H -3.05 -2.96 0.34
H -3.87 -4.48 0.59
H -1.71 -4.13 2.59
H -1.98 -5.44 1.41
H 0.18 -4.33 1.09
H -0.62 -2.79 0.79
H -1.84 -4.81 -0.89
H -0.10 -4.93 -1.11
H -1.67 -3.26 -2.56
H -1.28 -2.17 -1.24
H 0.28 -2.87 -3.54
H 1.17 -3.48 -2.15
H 0.31 -0.62 -2.74
H 0.97 -1.11 -1.16
H 2.34 -1.61 -3.84
H 3.09 -1.81 -2.28
H 2.07 0.96 -2.71
H 3.15 0.48 -3.98
H 4.81 -0.27 -2.20
H 4.65 1.45 -2.48
H 3.92 -0.17 -0.04
H 4.59 1.44 -0.15
H 2.27 2.22 -0.97
H 1.69 0.63 -0.50
H 2.81 2.82 1.23
H 2.91 1.19 1.81
H 1.66 -0.56 4.18
H 0.83 -1.60 1.56
H 2.16 4.34 1.69
H 1.34 5.07 3.05
H -0.60 5.39 1.18
H 0.72 6.52 1.48
H 0.25 5.07 -0.73
C -2.16 3.36 -4.63
C -1.97 2.50 -5.69
C -1.92 1.13 -5.44
N -2.06 0.61 -4.22
C -2.24 1.45 -3.21
C -2.30 2.83 -3.36
H -2.20 4.43 -4.79
H -1.85 2.86 -6.70
H -1.76 0.43 -6.24
H -2.35 1.01 -2.22
H -2.45 3.47 -2.49
C 3.29 10.45 1.32
C 3.63 9.33 0.58
C 3.38 8.08 1.12
N 2.83 7.90 2.32
C 2.50 8.98 3.02
C 2.71 10.28 2.57
H 3.46 11.45 0.93
H 4.08 9.42 -0.40
H 3.63 7.18 0.57
H 2.05 8.81 3.99
H 2.42 11.12 3.18
C -2.20 -10.70 0.55
C -1.05 -9.97 0.29
C -1.14 -8.58 0.31
N -2.26 -7.92 0.56
C -3.36 -8.64 0.80
C -3.38 -10.02 0.81
H -2.17 -11.78 0.54
H -0.11 -10.45 0.08
H -0.26 -7.97 0.11
H -4.26 -8.07 1.01
H -4.30 -10.55 1.02
*
```

Structure (SMILES): CCCCCCCCCCCCCCC[C@]1(P(O)(O)=S)OS(=O)(=O)O[C@]1(Cl)CCO.c1ccncc1.c1ccncc1.c1ccncc1
HOMO (eV): -9.282
E_LUMO (eV): 0.4
Calculated total energy (Ha): -3616.24690

| no. | frontier orbital gap (eV) |
| --- | --- |
| 1 | 6.06 |
| 2 | 8.00 |
| 3 | 9.64 |